# C3H12N4

A gas-phase ion, C3H12N4 (charge +2) (the ωB97M-V functional and the def2-TZVPD basis, OMol25).

Total energy in eV: -9249.713
Charge: +2
SMILES: C[NH2+][C@@H](N)C(N)=[NH2+]
Frontier orbital gap in eV: 11.2
HOMO level in Eh: -0.71387
Strongest force on any atom in eV/A: 0.977
Spin multiplicity: 1

XYZ file:
```
19
C3H12N4, DFT the ωB97M-V functional and the def2-TZVPD basis
C 1.809 1.105 0.248
N 1.328 -0.295 0.269
C 0.067 -0.598 -0.541
N -0.214 -1.977 -0.324
C -1.115 0.239 -0.024
N -1.522 1.273 -0.711
N -1.667 -0.140 1.099
H 2.002 1.427 -0.774
H 1.087 1.772 0.713
H 2.745 1.180 0.802
H 1.185 -0.609 1.241
H 2.073 -0.902 -0.105
H 0.306 -0.291 -1.577
H 0.394 -2.610 -0.833
H -1.167 -2.261 -0.508
H -1.109 1.551 -1.593
H -2.333 1.816 -0.424
H -1.386 -1.004 1.554
H -2.482 0.326 1.486
```